ORCA calculation (the ωB97M-V functional and the def2-TZVPD basis) on the ion C8H11N2 with charge +1.

Values from the calculation:
Energy above the lowest of the compared OMol25 structures with the same formula, charge and spin   149.4 kcal/mol
E   -11441.352 eV
Orbital gap (spin up / spin down)   0.257 / 0.257 hartree
Charge   +1

Bonds (Å) are listed after each position.
Geometry (Å):
1 N 2.0990 -1.0196 -0.9378  N2 1.275, C3 1.155
2 N 1.7492 0.1803 -1.1907  N1 1.275, C9 1.340
3 C 2.5032 -2.0971 -0.8431  N1 1.155, C6 1.385
4 C -1.3160 2.0564 -0.1190  C7 1.548, C10 1.494, H19 1.137, H21 1.023
5 C -1.2428 0.0160 1.2503  C7 1.638, C8 1.418, H15 1.066, H17 1.142
6 C 3.0600 -3.3313 -0.5510  C3 1.385, H14 1.136, H16 1.149, H20 1.173
7 C -2.1446 0.7684 0.1080  C4 1.548, C5 1.638, H11 1.103, H13 1.147
8 C 0.0405 0.0396 0.6484  C5 1.418, C9 1.330
9 C 0.6997 0.4894 -0.4162  N2 1.340, C8 1.330, C10 1.615
10 C -0.0322 1.8603 -0.8571  C4 1.494, C9 1.615, H12 1.059, H18 1.122
11 H -2.3769 0.1660 -0.7862  C7 1.103
12 H 0.7612 2.5609 -0.9026  C10 1.059
13 H -3.0324 1.0547 0.7745  C7 1.147
14 H 3.9934 -3.1838 0.0803  C6 1.136
15 H -1.5999 -0.9835 1.1464  C5 1.066
16 H 3.3557 -4.0627 -1.3857  C6 1.149
17 H -1.5872 0.4345 2.2560  C5 1.142
18 H -0.2258 1.5077 -1.9045  C10 1.122
19 H -1.9545 2.7587 -0.7441  C4 1.137
20 H 2.2960 -4.0902 -0.0860  C6 1.173
21 H -1.2637 2.5594 0.7706  C4 1.023

=====

ORCA calculation (the ωB97M-V functional and the def2-TZVPD basis) on a cluster of 2 separate species, C4H10O2 in total.

Values from the calculation:
Energy above the lowest of the compared OMol25 structures with the same formula, charge and spin   102.2 kcal/mol
E   -8401.115 eV
Orbital gap (spin up / spin down)   0.317 / 0.317 hartree
Charge   0

Bonds (Å) are listed after each position.
Geometry (Å):
1 O -0.4208 0.4871 0.4538  C3 1.422, H12 1.024
2 O 1.6253 -0.8038 0.5735  C4 1.384
3 C -1.2370 -0.1153 -0.5422  O1 1.422, C6 1.519, H10 1.096, H15 1.100
4 C 2.4427 0.3118 0.5347  O2 1.384, C5 1.466, H8 1.104, H16 1.103
5 C 1.4883 1.0165 -0.3269  C4 1.466, H9 1.084, H11 1.084
6 C -2.3743 -0.8954 0.0954  C3 1.519, H7 1.096, H13 1.095, H14 1.094
7 H -3.0240 -1.3296 -0.6726  C6 1.096
8 H 3.4232 0.1436 0.0570  C4 1.104
9 H 1.0520 1.9862 -0.1161  C5 1.084
10 H -1.6288 0.6902 -1.1744  C3 1.096
11 H 1.3800 0.6394 -1.3375  C5 1.084
12 H 0.2322 -0.2312 0.7789  O1 1.024
13 H -1.9802 -1.7103 0.7113  C6 1.095
14 H -2.9764 -0.2418 0.7335  C6 1.094
15 H -0.6219 -0.7770 -1.1691  C3 1.100
16 H 2.6076 0.8127 1.5031  C4 1.103